(1)
{
  "formula": "C22H28N5O2",
  "method": "ωB97M-V/def2-TZVPD",
  "elements": ["C", "H", "H", "H", "O", "C", "C", "C", "N", "C", "N", "C", "N", "H", "H", "C", "C", "C", "O", "C", "H", "H", "H", "H", "N", "H", "C", "C", "N", "C", "C", "C", "C", "C", "C", "C", "H", "H", "H", "H", "H", "C", "H", "H", "H", "H", "C", "C", "H", "H", "H", "H", "H", "H", "H", "H", "H"],
  "xyz": [[-5.208, -3.423, 0.741], [-4.353, -3.915, 0.269], [-6.088, -4.054, 0.640], [-5.002, -3.258, 1.803], [-5.532, -2.215, 0.086], [-4.640, -1.227, 0.040], [-3.372, -1.258, 0.591], [-2.528, -0.155, 0.476], [-1.264, -0.184, 1.028], [-0.416, 0.874, 0.916], [-0.796, 1.983, 0.297], [-2.000, 2.085, -0.247], [-2.277, 3.246, -0.839], [-3.157, 3.422, -1.287], [-1.568, 3.961, -0.843], [-2.947, 1.003, -0.198], [-4.237, 1.032, -0.759], [-5.079, -0.050, -0.653], [-6.325, -0.131, -1.147], [-6.864, 0.970, -1.846], [-6.279, 1.199, -2.742], [-6.929, 1.856, -1.208], [-7.865, 0.664, -2.140], [-4.569, 1.914, -1.280], [0.799, 0.818, 1.451], [-0.992, -1.016, 1.532], [1.686, 1.963, 1.411], [2.944, 1.654, 0.579], [3.177, 0.226, 0.596], [4.300, -0.284, -0.103], [5.461, 0.459, -0.285], [6.551, -0.051, -0.974], [6.466, -1.339, -1.487], [5.309, -2.077, -1.330], [4.210, -1.568, -0.653], [2.951, -2.379, -0.557], [2.933, -2.980, 0.353], [2.884, -3.060, -1.402], [2.084, -1.722, -0.563], [5.249, -3.069, -1.753], [7.305, -1.759, -2.020], [7.787, 0.769, -1.174], [8.678, 0.158, -1.051], [7.802, 1.179, -2.184], [7.828, 1.597, -0.470], [5.532, 1.456, 0.123], [2.893, -0.335, 1.897], [1.363, -0.376, 2.057], [1.086, -0.438, 3.117], [0.993, -1.261, 1.534], [3.349, 0.258, 2.705], [3.295, -1.344, 1.964], [3.774, 2.240, 1.004], [2.807, 1.956, -0.462], [1.140, 2.804, 0.989], [1.964, 2.201, 2.442], [-3.022, -2.133, 1.116]],
  "total_charge": 1,
  "orbital_gap_ev": 7.54,
  "smiles": "COc1cc2[nH]c(=[N+]3CCN(c4cc(C)ccc4C)CC3)nc(N)c2cc1OC",
  "homo_energy_ev": -10.349
}

***

(2)
{
  "formula": "C22H28N6O2",
  "method": "ωB97M-V/def2-TZVPD",
  "elements": ["C", "H", "H", "H", "C", "N", "C", "C", "C", "N", "H", "C", "N", "C", "C", "H", "H", "C", "N", "C", "C", "C", "N", "H", "H", "N", "C", "O", "C", "C", "C", "C", "C", "C", "O", "C", "H", "H", "H", "H", "H", "H", "H", "H", "C", "C", "H", "H", "H", "H", "H", "H", "H", "H", "H", "H", "H", "H"],
  "xyz": [[5.544, 4.224, 1.354], [6.475, 4.378, 1.624], [5.526, 3.039, 0.945], [4.796, 4.384, 2.066], [4.994, 5.232, -0.036], [3.808, 4.985, -0.316], [3.403, 4.018, -0.989], [2.087, 3.991, -1.420], [1.782, 5.144, -0.622], [2.765, 5.629, 0.024], [0.984, 5.489, -0.361], [1.265, 3.155, -2.189], [-0.052, 2.597, -1.292], [0.778, 1.559, -0.203], [-0.379, 1.186, 0.643], [-0.725, 2.110, 1.422], [-0.062, 0.521, 1.559], [-1.515, 0.540, 0.114], [-2.516, -0.026, 0.879], [-2.891, -1.112, 1.430], [-4.026, -0.897, 2.092], [-4.010, 0.504, 2.410], [-3.167, 1.014, 1.573], [-4.783, 1.041, 3.011], [-4.492, -1.782, 2.409], [-2.436, -2.394, 0.847], [-1.271, -2.583, 1.011], [-0.152, -2.017, 1.393], [-0.711, -3.952, 0.640], [0.575, -4.364, 0.765], [1.214, -5.644, 0.262], [0.258, -6.492, -0.334], [-1.038, -6.298, -0.360], [-1.692, -4.934, -0.022], [-2.957, -4.655, -0.160], [-3.625, -5.810, -0.716], [-3.521, -5.968, -1.917], [-4.707, -5.206, -0.496], [-3.792, -6.582, -0.104], [-1.519, -6.973, -0.727], [0.578, -7.534, -0.327], [2.345, -5.706, 0.677], [1.262, -3.481, 1.137], [-3.168, -2.925, 0.655], [-1.947, 1.497, -1.121], [-1.043, 1.763, -1.954], [-1.426, 2.554, -2.640], [-0.705, 0.940, -2.439], [-2.404, 2.239, -0.643], [-2.704, 1.036, -1.581], [-1.114, -0.485, -0.493], [1.522, 2.106, 0.243], [1.098, 0.539, -0.814], [1.641, 2.315, -2.485], [0.532, 3.646, -2.689], [4.233, 3.091, -1.382], [5.832, 5.073, -0.798], [5.253, 6.282, 0.446]],
  "orbital_gap_ev": 8.47,
  "homo_energy_ev": -8.102
}